24
Properties=species:S:1:pos:R:3 method="wB97M-V/def2-TZVPD" total_charge=+1 homo_ev=-14.977 total_energy_ha=-405.09666 orbital_gap_ev=11.9 max_force_ha_per_bohr=0.026
C -1.3231 0.9908 -0.0009
O -1.9748 1.1783 -1.2633
C -0.3329 -0.1697 -0.0507
C -0.0115 -0.7720 1.3169
C 1.4514 -0.6590 1.7110
C 1.8308 0.7909 2.1409
N -0.9477 -1.1910 -0.9867
H -2.1395 0.7078 0.6661
H -0.8754 1.9242 0.3436
H -1.3598 1.5234 -1.9267
H 0.6093 0.0642 -0.5089
H -0.6354 -0.3963 2.1271
H -0.2868 -1.8361 1.3295
H 1.6292 -1.3354 2.5380
H 2.0808 -0.9372 0.8619
H 2.3440 1.3088 1.3447
H 0.9201 1.3376 2.3910
H 2.3565 0.7542 3.0934
H -1.5605 -0.6682 -1.6290
H -1.5284 -1.8384 -0.4557
H -0.2168 -1.7596 -1.4211
H 0.3990 0.9611 -3.7119
H -0.3176 -0.1372 -4.4040
O -0.1107 0.1586 -3.5051



20
Properties=species:S:1:pos:R:3 method="wB97M-V/def2-TZVPD" homo_ev=-10.961 total_energy_ha=-348.40337 orbital_gap_ev=11.5 smiles=CCC.O.O.O max_force_ha_per_bohr=0.021
C 0.6180 -4.1790 -3.3332
C 0.1687 -3.1227 -4.3553
C 0.3279 -1.6859 -3.8942
H 0.2966 -5.1598 -3.6718
H 0.1869 -3.9990 -2.3540
H 1.6987 -4.1260 -3.2371
H -0.8709 -3.3191 -4.6229
H 0.7586 -3.3179 -5.2594
H -0.0571 -0.9923 -4.6504
H -0.3726 -1.4946 -3.0795
H 1.3589 -1.4392 -3.6653
H -0.4407 2.4282 6.7900
H -0.4672 3.8617 6.2570
O -1.0423 3.0932 6.4118
H -1.2052 3.7613 3.4705
H -2.1472 2.8050 4.1329
O -1.6862 2.9421 3.2964
H 0.7843 4.1084 3.3621
H 1.3350 5.3048 4.1752
O 0.7559 4.5309 4.2270



69
Properties=species:S:1:pos:R:3 method="wB97M-V/def2-TZVPD" total_charge=+2 homo_ev="-12.900 / -12.794" total_energy_ha=-3657.60860 multiplicity=6 orbital_gap_ev="8.9 / 5.8" max_force_ha_per_bohr=0.018
Ru -0.0405 -0.0908 -0.3791
C -3.1975 -2.4730 0.0257
C -3.0991 -2.1753 -1.4684
S -1.3506 -2.1959 -1.9520
C -1.2774 -1.4590 -3.6090
C 0.1765 -1.5443 -4.0486
S 1.3361 -0.7480 -2.8653
C 2.4193 -2.1299 -2.3787
C 1.8003 -3.1761 -1.4689
S 1.3297 -2.4406 0.1342
C 0.0418 -3.6078 0.7018
C -0.9174 -2.9669 1.6901
S -1.9713 -1.6044 1.0814
H -3.0736 -3.5364 0.2245
H -4.1733 -2.1580 0.3890
H -3.5133 -1.2019 -1.7236
H -3.6228 -2.9464 -2.0318
H -1.6174 -0.4281 -3.5551
H -1.9158 -2.0270 -4.2852
H 0.3065 -1.0326 -5.0000
H 0.4876 -2.5820 -4.1628
H 3.2631 -1.6407 -1.8897
H 2.7802 -2.5960 -3.2949
H 2.5407 -3.9468 -1.2539
H 0.9205 -3.6399 -1.9102
H 0.5622 -4.4174 1.2140
H -0.4698 -4.0060 -0.1726
H -0.3689 -2.5155 2.5177
H -1.5894 -3.7242 2.0931
C -3.7722 2.3580 3.0259
N -2.6080 1.5670 3.3834
C -2.3865 0.9852 4.6142
C -1.1847 0.3710 4.5487
N -0.6574 0.6030 3.2959
B 0.6805 0.0802 2.7487
N 1.7148 1.2214 2.6693
C 2.1852 1.9144 3.7624
C 3.1592 2.7516 3.3398
N 3.2804 2.5704 1.9825
C 4.2372 3.2457 1.1237
C 2.3962 1.6299 1.5894
S 2.2477 1.1257 -0.0456
C -1.5411 1.3251 2.5904
S -1.3679 1.8461 0.9675
H -4.6536 1.7234 2.9422
H -3.5838 2.8444 2.0743
H -3.9520 3.1145 3.7867
H -3.1051 1.0432 5.4131
H -0.6490 -0.2005 5.2866
H 1.0866 -0.8207 3.4210
H 0.4712 -0.2656 1.5871
H 1.7923 1.7561 4.7514
H 3.7529 3.4615 3.8882
H 4.5946 4.1382 1.6282
H 3.7627 3.5197 0.1845
H 5.0836 2.5940 0.9081
N -2.6992 4.5262 -3.9689
C -2.1369 3.5051 -3.3049
C -2.9213 2.5242 -2.6632
C -2.3010 1.5061 -1.9914
N -0.9655 1.3568 -1.9308
C -0.2114 2.2989 -2.5242
C -0.7397 3.3655 -3.2031
H -3.6968 4.6027 -4.0534
H -2.1360 5.2006 -4.4561
H -4.0015 2.5807 -2.6847
H -2.8882 0.7698 -1.4591
H 0.8611 2.1714 -2.4491
H -0.0857 4.1019 -3.6507



45
Properties=species:S:1:pos:R:3 method="wB97M-V/def2-TZVPD" homo_ev=-8.687 total_energy_ha=-1510.98807 orbital_gap_ev=9.1 max_force_ha_per_bohr=0.026
C -2.6036 -1.8314 0.2197
C -1.3363 -1.3491 -0.4213
N -0.5535 -2.0306 -1.1528
N -0.7966 -3.3225 -1.4440
C -0.0339 -4.0205 -2.3339
O -0.2828 -5.1794 -2.5792
C 1.0819 -3.2180 -2.9712
C 0.4981 -2.1585 -3.8668
C 0.7793 -0.8144 -3.6679
C 0.2232 0.1486 -4.4915
C -0.6238 -0.2217 -5.5218
C -0.9089 -1.5611 -5.7270
C -0.3508 -2.5234 -4.9051
H -0.5738 -3.5686 -5.0639
H -1.5680 -1.8566 -6.5303
H -1.0590 0.5302 -6.1637
H 0.4523 1.1926 -4.3308
H 1.4405 -0.5233 -2.8649
H 1.6789 -2.7562 -2.1853
H 1.6992 -3.9083 -3.5489
H -1.5767 -3.8224 -1.0188
C -0.9111 0.0632 -0.1536
H -1.7249 0.7504 -0.4013
H -0.0478 0.2942 -0.7788
C -0.5482 0.2693 1.3211
O -0.7370 -0.5567 2.1804
N -0.0017 1.5011 1.5300
C 0.4427 2.0706 2.7284
C 0.9496 3.3672 2.6757
C 1.3988 3.9794 3.8300
C 1.3633 3.3373 5.0653
C 0.8547 2.0454 5.0904
C 0.3986 1.4096 3.9510
H 0.0101 0.4071 4.0033
H 0.8145 1.5201 6.0328
C 1.8535 4.0167 6.3036
H 1.7466 3.3665 7.1672
H 2.9024 4.2903 6.1952
H 1.2918 4.9334 6.4798
Cl 2.0199 5.5920 3.7179
H 0.9944 3.8998 1.7372
H 0.1022 2.0998 0.7220
H -3.2043 -2.4091 -0.4834
H -2.3624 -2.4609 1.0766
H -3.1912 -0.9922 0.5785



93
Properties=species:S:1:pos:R:3 method="wB97M-V/def2-TZVPD" total_charge=-2 homo_ev="2.482 / 2.695" total_energy_ha=-2174.73018 orbital_gap_ev="2.0 / 1.8" max_force_ha_per_bohr=0.051
Pb 0.2679 -0.3259 0.2322
C 3.4529 -2.3888 2.5389
C 1.9037 -1.6329 1.1059
N 2.4133 -1.5008 2.3468
H 4.2119 -3.9249 1.1797
N 2.5580 -2.6791 0.5638
H 4.0239 -2.4317 3.4510
C 1.8299 1.2265 -0.8016
C 1.3740 2.1950 -1.6758
C 2.2784 2.9697 -2.4290
C 3.6575 2.7757 -2.2895
C 4.1048 1.8285 -1.3709
C 3.1939 1.0583 -0.6207
H 0.3013 2.3578 -1.7978
H 1.9051 3.7172 -3.1281
H 5.1784 1.6772 -1.2343
H 3.5850 0.3263 0.0872
C 4.6286 3.5545 -3.1369
H 5.6514 3.3976 -2.7798
H 4.4111 4.6283 -3.1085
H 4.5875 3.2419 -4.1889
C 1.9855 -0.4350 3.3128
C 2.6304 -0.7421 4.6511
C 2.4635 0.9442 2.8381
H 3.7216 -0.6571 4.5941
H 2.2738 -0.0036 5.3809
H 2.3425 -1.7384 5.0073
H 0.2498 0.0385 4.4853
H 0.0173 -1.4215 3.4816
H 2.1809 1.1887 1.8011
C 0.4615 -0.4182 3.5027
H 3.5585 1.0041 2.9128
H 2.0301 1.7113 3.4999
H -0.0715 0.2246 2.7796
C 3.5461 -3.1204 1.4198
C 3.1168 -2.1828 -1.7955
H 4.1846 -2.1328 -1.5430
H 3.0164 -2.5747 -2.8197
C 2.3920 -3.1365 -0.8427
H 0.8634 -3.8096 -2.1803
C 3.0114 -4.5139 -0.9609
H 2.5682 -5.2141 -0.2445
H 2.7019 -1.1638 -1.7728
H 0.4915 -2.2423 -1.5293
H 4.0969 -4.4725 -0.8268
H 2.8171 -4.8944 -1.9709
C 0.9242 -3.2173 -1.2525
H 0.2911 -3.6957 -0.4968
C -3.4941 2.6835 -1.2074
N -2.3818 2.3576 -0.4519
H -4.1400 1.8443 -3.1233
N -2.3406 1.0962 -2.1763
H -4.1919 3.4499 -0.9353
C -2.0855 2.8853 0.9104
C -2.7822 4.2200 1.0671
C -2.5756 1.8995 1.9734
H -3.8695 4.1062 1.0523
H -2.5001 4.6438 2.0375
H -2.4583 4.9161 0.2853
H -0.4219 3.5649 2.0685
H -0.1824 3.7641 0.3078
H -2.2040 0.8788 1.8019
C -0.5866 3.0991 1.0821
H -3.6720 1.8699 1.9976
H -2.2192 2.2371 2.9585
H -0.0106 2.1612 1.0723
C -3.4660 1.8886 -2.2918
C -2.3587 -1.3642 -2.4461
H -3.4488 -1.4441 -2.3465
H -2.0131 -2.1755 -3.1056
C -1.9772 -0.0276 -3.0830
H -0.2431 -0.8509 -4.0334
C -2.7181 0.1459 -4.3898
H -2.4783 1.1098 -4.8507
H -1.9092 -1.5102 -1.4520
H 0.1306 -0.1418 -2.4533
H -3.7982 0.0480 -4.2516
H -2.3960 -0.6453 -5.0750
C -0.4799 -0.0131 -3.3581
H -0.1739 0.9220 -3.8441
C -1.6738 1.3935 -1.0532
S -1.4636 -2.7055 1.4148
C -3.0649 -2.2315 1.6848
C -3.4440 -1.6373 2.9160
C -4.7595 -1.2455 3.1375
C -5.7209 -1.4260 2.1293
C -5.3790 -2.0718 0.9330
C -4.0663 -2.4661 0.7037
H -2.6748 -1.5049 3.6768
H -5.0362 -0.8038 4.0986
H -6.7415 -1.0717 2.2857
H -6.1421 -2.2763 0.1740
H -3.7711 -2.9671 -0.2152